Density functional theory data (ωB97M-V with the def2-TZVPD basis set) for BH3OS in the gas phase in a non-equilibrium geometry.

Geometry as ORCA input:
```
! RIJCOSX wB97M-V def2-TZVPD def2/J DEFGRID3
* xyz 0 3
B -0.0855 -0.0156 -0.1480
O -0.6787 -1.1650 -0.1045
S 1.7838 0.0896 -0.1258
H -0.8558 0.8600 -0.0581
H -1.6439 -1.1092 0.0843
H 1.4801 1.3401 0.3521
*
```

Kohn-Sham gap (spin up / spin down)   0.1590 / 0.2416 Eh
LUMO (spin up / spin down)   0.32 / -4.02 eV
HOMO energy (spin up / spin down)   -4.01 / -10.60 eV
Largest force on an atom   6.38 eV/Å
Relative energy (zero: lowest compared OMol25 entry of this formula, charge and spin)   1.492 eV
DFT total energy   -499.9058 a.u.



Density functional theory data (ωB97M-V with the def2-TZVPD basis set) for a molecular structure, C18H26B5Ca2F20O15 in a non-equilibrium geometry.

Geometry as ORCA input:
```
! RIJCOSX wB97M-V def2-TZVPD def2/J DEFGRID3
* xyz -1 1
Ca -25.7839 2.5182 -19.9611
Ca -24.4003 2.4155 -14.6456
B -24.1599 5.0057 -20.1629
F -23.9338 4.1294 -19.0592
F -24.7843 6.2000 -19.7931
F -22.9125 5.2119 -20.7607
F -25.0338 4.2949 -21.0655
B -28.6111 2.7915 -20.6851
F -29.6453 3.4055 -19.9918
F -27.5209 3.7163 -20.8486
F -28.0183 1.7394 -19.9676
F -29.0267 2.3884 -21.9480
B -23.2916 5.6662 -13.5432
F -23.9893 6.2278 -12.4728
F -22.1368 4.9647 -13.0582
F -24.0914 4.6593 -14.2061
F -22.9016 6.6189 -14.4709
B -25.7656 2.4542 -17.0615
F -24.7627 1.9100 -17.8713
F -26.8529 2.7621 -17.8877
F -26.1246 1.5355 -16.0307
F -25.3302 3.6116 -16.3871
B -22.1726 1.6665 -20.6148
F -21.6251 1.7964 -19.3220
F -21.8249 0.4177 -21.1991
F -23.5978 1.7269 -20.4619
F -21.7104 2.7003 -21.4310
C -29.1650 4.4426 -11.8367
C -29.4728 5.3684 -13.0299
O -28.3775 5.1096 -13.9006
C -27.6993 4.0467 -13.4965
O -26.7556 3.6283 -14.0669
O -28.2771 3.4772 -12.4248
H -30.0270 3.8801 -11.4899
H -28.6829 4.9388 -10.9981
H -29.4729 6.3957 -12.6813
H -30.4130 5.1113 -13.5098
C -29.7118 1.2705 -16.5775
C -29.2928 -0.1347 -16.9182
O -30.5790 -0.7857 -16.9897
C -31.4614 0.1500 -17.4387
O -32.5155 -0.0969 -17.8999
O -30.9752 1.4008 -17.2338
H -29.0460 2.0770 -16.8810
H -29.8394 1.4237 -15.4973
H -28.6606 -0.5927 -16.1640
H -28.8342 -0.1891 -17.9062
C -19.4701 -1.5353 -16.7240
C -20.7766 -0.8712 -17.0562
C -21.8702 -1.8184 -17.5914
O -23.0689 -1.2623 -16.9719
C -22.7269 -0.3514 -16.0765
O -23.5462 0.3081 -15.4689
O -21.4158 -0.2331 -15.9263
H -19.0814 -2.1118 -17.5581
H -19.5722 -2.1557 -15.8232
H -18.7237 -0.7967 -16.4256
H -20.5987 -0.1372 -17.8289
H -21.7039 -2.7911 -17.1207
H -21.8798 -1.8103 -18.6747
C -28.5903 5.6466 -17.2441
C -30.0054 6.1625 -17.2222
C -31.0227 5.0283 -17.2239
O -32.0817 5.5694 -16.4106
C -31.5483 6.4745 -15.5703
O -32.1193 7.0408 -14.6917
O -30.2408 6.6871 -15.8726
H -27.8239 6.4113 -17.1174
H -28.3395 5.0842 -18.1405
H -28.4535 4.9765 -16.3904
H -30.1209 6.9701 -17.9440
H -30.5526 4.1526 -16.7767
H -31.3972 4.7726 -18.2095
C -26.9971 -3.7103 -17.2411
C -25.9736 -2.6287 -17.5550
C -24.9941 -3.0502 -18.6784
O -24.9695 -1.9185 -19.5599
C -25.8449 -0.9977 -19.1150
O -25.9691 0.1078 -19.5195
O -26.6907 -1.5841 -18.2227
H -27.8297 -3.3723 -16.6171
H -26.5213 -4.5435 -16.7234
H -27.5174 -3.9810 -18.1615
H -25.4158 -2.3797 -16.6505
H -25.3271 -3.9041 -19.2701
H -24.0362 -3.3535 -18.2568
*
```

Kohn-Sham gap   0.3314 Eh
LUMO   0.34 eV
HOMO energy   -8.68 eV
Largest force on an atom   2.28 eV/Å
DFT total energy   -5308.5618 a.u.



Density functional theory data (ωB97M-V with the def2-TZVPD basis set) for C11H14OSe in the gas phase in a non-equilibrium geometry.

Geometry as ORCA input:
```
! RIJCOSX wB97M-V def2-TZVPD def2/J DEFGRID3
* xyz 0 1
C 1.9514 2.8860 2.3141
C 0.5839 2.9755 1.9420
C 2.9034 2.1770 1.6487
C 0.2334 2.3850 0.7767
C 2.5585 1.5584 0.4544
C 1.2707 1.7260 0.0311
C -1.9267 0.1247 -0.5208
C -1.1039 -2.2347 -2.3911
C -1.2961 -3.1007 -0.0485
C -0.7020 -0.7377 -0.3290
C -0.5319 -2.0696 -1.0230
O -2.5928 0.7188 0.3098
Se 0.5260 0.8448 -1.5112
H 2.4127 3.3130 3.2306
H -0.2240 3.3914 2.4063
H 3.7838 2.0716 2.0742
H -0.8499 2.4788 0.5033
H 3.2061 1.0102 -0.0871
H -2.2632 0.1331 -1.5708
H -0.6910 -3.1561 -2.8153
H -0.7198 -1.5144 -2.9817
H -2.1358 -2.0687 -2.5192
H -2.2508 -2.6187 0.2362
H -0.5951 -3.3682 0.8903
H -1.6758 -4.0486 -0.4636
H -0.3401 -0.4714 0.6522
H 0.4692 -2.4053 -1.2083
*
```

Kohn-Sham gap   0.3107 Eh
LUMO   -0.15 eV
HOMO energy   -8.61 eV
Structure (SMILES)   CC(C)[C@H](C=O)[Se]c1ccccc1
Largest force on an atom   4.70 eV/Å
Relative energy (zero: lowest compared OMol25 entry of this formula, charge and spin)   2.816 eV
DFT total energy   -2904.1068 a.u.



Density functional theory data (ωB97M-V with the def2-TZVPD basis set) for a gas-phase ion, C11H6N5O6 (charge -1) in a non-equilibrium geometry.

Geometry as ORCA input:
```
! RIJCOSX wB97M-V def2-TZVPD def2/J DEFGRID3
* xyz -1 1
N -0.7818 -1.4200 1.5870
C -1.9374 -0.6886 1.2315
O -2.9558 -1.2903 0.8396
C -1.8722 0.7286 1.4620
C -0.8098 1.2728 2.1294
C 0.2329 0.4792 2.6152
C 0.1812 -0.8859 2.3850
H -2.7487 1.2546 1.1247
H -0.7992 2.3373 2.2864
H 1.0807 0.8954 3.1922
H 0.8403 -1.6208 2.8426
O -4.1111 -5.9370 -1.4942
N -4.0081 -5.7014 -0.2800
O -4.7368 -6.2500 0.5862
C -3.0338 -4.7246 0.1983
C -3.1130 -4.3940 1.5821
C -2.2279 -3.4603 2.1312
N -2.2116 -3.3947 3.5531
O -3.1191 -3.9382 4.2085
O -1.2466 -2.8071 4.0926
C -0.9068 -2.8762 1.4915
C -0.9172 -3.3985 0.0597
N 0.1209 -3.1911 -0.7481
O -0.3163 -3.6820 -1.9839
N -1.5749 -4.3034 -1.9165
C -1.9422 -4.1515 -0.5917
H -3.7560 -4.9800 2.2438
H -0.0168 -3.3409 1.9813
*
```

Kohn-Sham gap   0.2626 Eh
LUMO   2.60 eV
HOMO energy   -4.55 eV
Structure (SMILES)   O=c1ccccn1[C@H]1C(=[N+]([O-])[O-])C=C([N+](=O)[O-])c2nonc21
Largest force on an atom   3.58 eV/Å
Relative energy (zero: lowest compared OMol25 entry of this formula, charge and spin)   1.344 eV
DFT total energy   -1147.8124 a.u.



Density functional theory data (ωB97M-V with the def2-TZVPD basis set) for C4H8O2 in the gas phase.

Geometry as ORCA input:
```
! RIJCOSX wB97M-V def2-TZVPD def2/J DEFGRID3
* xyz 0 1
O -0.7223 -0.0483 -1.4311
C -1.3851 -0.6864 0.8719
C -0.1324 -0.9930 1.1673
C 0.6377 0.2203 -1.0967
C 0.9725 0.8497 0.2683
O 0.8620 -0.0576 1.3564
H -1.2613 0.7519 -1.3767
H -1.7203 0.3473 0.8527
H -2.0801 -1.4347 0.5104
H 0.2324 -2.0157 1.1962
H 1.1805 -0.7349 -1.1526
H 1.0282 0.8668 -1.8826
H 0.3665 1.7499 0.4429
H 2.0217 1.1847 0.2736
*
```

Kohn-Sham gap   0.3478 Eh
LUMO   0.89 eV
HOMO energy   -8.58 eV
Structure (SMILES)   C=COCCO
Largest force on an atom   0.60 eV/Å
Relative energy (zero: lowest compared OMol25 entry of this formula, charge and spin)   2.780 eV
DFT total energy   -307.6103 a.u.